i:
The following is a quantum chemistry calculation of a structure of composition C5H8O2, from the OMol25 dataset.

Each line ends with the natural charge from an NBO analysis.
Atoms and positions in Å:
C  1.377  1.165  0.697  -0.62
C  0.406  0.211  0.092  -0.21
C  -1.489  0.207  0.448  0.20
O  -1.925  -1.017  0.468  -0.82
C  0.186  -1.123  0.250  0.20
C  0.333  -0.648  -1.136  0.06
O  -0.729  -0.672  -2.030  -0.71
H  1.367  1.089  1.789  0.22
H  2.377  0.879  0.348  0.22
H  1.198  2.203  0.407  0.23
H  -1.699  0.833  -0.440  0.15
H  -1.483  0.826  1.367  0.14
H  0.292  -2.002  0.873  0.24
H  1.276  -0.924  -1.613  0.19
H  -1.487  -1.027  -1.519  0.50

**Highest occupied orbital energy**: -8.42 eV
**Spin multiplicity**: 1
**Frontier orbital gap**: 7.84 eV
**LUMO energy**: -0.5715 eV
**Net charge**: 0

ii:
The following is a quantum chemistry calculation of a structure of composition C5H8O2, from the OMol25 dataset.

Each line ends with the natural charge from an NBO analysis.
Atoms and positions in Å:
C  -1.048  1.152  -0.623  -0.63
C  -0.111  0.147  0.018  0.24
C  -0.840  -0.798  0.961  -0.62
C  0.948  -0.473  -0.898  -0.63
C  1.901  -0.610  0.132  0.79
O  2.861  -1.011  0.659  -0.47
O  0.985  0.816  0.728  -0.67
H  -0.496  1.840  -1.271  0.22
H  -1.807  0.642  -1.226  0.22
H  -1.558  1.734  0.152  0.22
H  -0.133  -1.444  1.492  0.22
H  -1.405  -0.225  1.703  0.22
H  -1.541  -1.433  0.409  0.22
H  0.859  -1.161  -1.735  0.24
H  1.385  0.823  -0.500  0.45

**Highest occupied orbital energy**: -9.49 eV
**Spin multiplicity**: 1
**Frontier orbital gap**: 10.24 eV
**LUMO energy**: 0.7508 eV
**Net charge**: 0

iii:
The following is a quantum chemistry calculation of an isolated molecule of C5H8O2, from the OMol25 dataset.

Each line ends with the natural charge from an NBO analysis.
Atoms and positions in Å:
O  1.943  -0.040  -0.627  -0.72
C  1.175  0.414  0.483  0.07
C  -0.039  1.312  0.083  -0.43
C  -0.950  0.060  0.164  0.22
O  -2.281  0.049  0.519  -0.68
C  -0.382  -0.931  -0.760  -0.47
C  0.174  -0.676  0.786  -0.25
H  1.956  -1.005  -0.510  0.47
H  1.895  0.804  1.214  0.19
H  -0.318  2.018  0.872  0.22
H  0.066  1.822  -0.880  0.21
H  -2.744  0.132  -0.325  0.47
H  -0.719  -1.951  -0.838  0.22
H  -0.003  -0.540  -1.723  0.24
H  0.227  -1.469  1.543  0.24

**Highest occupied orbital energy**: -9.44 eV
**SMILES**: O[C@H]1C[C@@]2(O)C[C@@H]12
**Spin multiplicity**: 1
**Frontier orbital gap**: 10.29 eV
**LUMO energy**: 0.8474 eV
**Net charge**: 0

Most favorable structure: iii. The second most favorable one is 0.580 eV above it.

i:
The following is a quantum chemistry calculation of an isolated molecule of C5H8O2, from the OMol25 dataset.

Each line ends with the natural charge from an NBO analysis.
Atoms and positions in Å:
O  -0.723  -1.768  1.851  -0.51
C  -0.320  -0.673  1.367  0.43
C  1.161  -0.379  0.600  -0.51
C  1.372  1.055  0.079  -0.39
C  0.525  1.119  -1.213  -0.52
C  -0.874  0.713  -1.159  0.42
O  -1.385  -0.351  -1.497  -0.51
H  -0.835  0.241  1.754  0.12
H  1.374  -1.109  -0.212  0.24
H  1.805  -0.614  1.463  0.24
H  2.428  1.321  -0.219  0.24
H  0.924  1.895  0.745  0.21
H  1.119  0.496  -1.861  0.23
H  0.471  2.165  -1.566  0.23
H  -1.600  1.549  -0.985  0.11

**Highest occupied orbital energy**: -9.90 eV
**SMILES**: O=CCCCC=O
**Spin multiplicity**: 1
**Frontier orbital gap**: 10.31 eV
**LUMO energy**: 0.4175 eV
**Net charge**: 0

ii:
The following is a quantum chemistry calculation of a cluster of 3 separate species, C5H8O2 in total, from the OMol25 dataset.

Each line ends with the natural charge from an NBO analysis.
Atoms and positions in Å:
C  -1.736  -0.465  -0.519  -0.19
C  -1.379  -1.286  0.412  -0.18
C  -1.808  0.072  0.877  -0.43
H  -1.891  -0.238  -1.560  0.23
H  -1.008  -2.245  0.728  0.23
H  -1.063  0.796  1.232  0.16
H  -2.781  0.193  1.359  0.17
C  0.998  1.639  -0.752  0.26
O  0.053  1.417  -1.463  -0.49
H  0.891  1.910  0.316  0.12
H  2.037  1.569  -1.132  0.11
C  1.929  -0.851  0.119  0.26
O  1.312  -1.212  1.087  -0.49
H  1.634  -1.112  -0.916  0.13
H  2.835  -0.219  0.218  0.11

**Highest occupied orbital energy**: -8.98 eV
**SMILES**: C1=CC1.C=O.C=O
**Spin multiplicity**: 1
**Frontier orbital gap**: 9.03 eV
**LUMO energy**: 0.0491 eV
**Net charge**: 0

iii:
The following is a quantum chemistry calculation of an isolated molecule of C5H8O2, from the OMol25 dataset.

Each line ends with the natural charge from an NBO analysis.
Atoms and positions in Å:
O  2.128  0.350  -0.529  -0.72
C  1.146  0.346  0.481  0.10
C  -0.003  1.261  0.017  -0.44
C  -0.958  0.064  0.124  0.25
O  -2.224  0.106  0.685  -0.69
C  -0.512  -1.049  -0.763  -0.45
C  0.171  -0.837  0.567  -0.28
H  2.580  -0.496  -0.572  0.47
H  1.575  0.605  1.459  0.17
H  -0.259  2.095  0.672  0.22
H  0.226  1.617  -0.988  0.21
H  -2.864  0.299  -0.013  0.47
H  -1.179  -1.908  -0.780  0.23
H  0.017  -0.847  -1.692  0.22
H  0.157  -1.607  1.332  0.22

**Highest occupied orbital energy**: -9.56 eV
**SMILES**: O[C@H]1C[C@@]2(O)C[C@@H]12
**Spin multiplicity**: 1
**Frontier orbital gap**: 10.44 eV
**LUMO energy**: 0.8740 eV
**Net charge**: 0

iv:
The following is a quantum chemistry calculation of an isolated molecule of C5H8O2, from the OMol25 dataset.

Each line ends with the natural charge from an NBO analysis.
Atoms and positions in Å:
C  1.638  0.133  -0.194  -0.62
C  0.280  -0.080  0.427  0.04
O  0.313  -0.847  1.630  -0.66
C  -0.361  1.020  1.100  -0.08
C  -1.209  -0.046  -1.590  -0.42
C  -0.867  -0.704  -0.442  0.39
O  -1.422  -1.668  0.161  -0.63
H  2.328  0.588  0.525  0.22
H  2.051  -0.828  -0.510  0.23
H  1.560  0.783  -1.072  0.22
H  -0.472  -1.497  1.382  0.50
H  -1.388  0.872  1.417  0.21
H  0.127  1.959  1.375  0.20
H  -2.009  -0.417  -2.225  0.21
H  -0.570  0.733  -1.984  0.20

**Highest occupied orbital energy (alpha / beta)**: -9.17 / -7.76 eV
**Spin multiplicity**: 1
**Frontier orbital gap (alpha / beta)**: 8.54 / 5.58 eV
**LUMO energy (alpha / beta)**: -0.6307 / -2.1762 eV
**Net charge**: 0

Most favorable structure: iii. The second most favorable one is 0.056 eV above it.

i:
The following is a quantum chemistry calculation of an isolated molecule of C5H8O2, from the OMol25 dataset.

Each line ends with the natural charge from an NBO analysis.
Atoms and positions in Å:
O  0.077  0.228  2.581  -0.70
C  -0.183  0.385  1.216  0.11
C  -0.878  -0.721  0.361  -0.45
C  0.051  -0.263  -0.756  0.21
C  -0.282  0.286  -2.065  -0.10
O  0.398  -0.964  -1.920  -0.47
C  1.016  0.342  0.244  -0.45
H  0.850  -0.343  2.671  0.47
H  -0.781  1.291  1.110  0.18
H  -0.623  -1.726  0.714  0.22
H  -1.957  -0.656  0.189  0.21
H  -1.301  0.228  -2.446  0.18
H  0.323  1.099  -2.468  0.18
H  1.718  -0.436  0.575  0.20
H  1.571  1.250  -0.007  0.22

**Highest occupied orbital energy**: -10.07 eV
**SMILES**: O[C@H]1C[C@]2(CO2)C1
**Spin multiplicity**: 1
**Frontier orbital gap**: 10.93 eV
**LUMO energy**: 0.8665 eV
**Net charge**: 0

ii:
The following is a quantum chemistry calculation of a cluster of 2 separate species, C5H8O2 in total, from the OMol25 dataset.

Each line ends with the natural charge from an NBO analysis.
Atoms and positions in Å:
O  -0.310  -2.298  1.668  -0.53
C  -0.294  -1.433  0.825  0.58
C  0.243  -1.413  -0.610  -0.51
C  -0.549  -0.133  -0.840  -0.28
C  0.162  1.013  -0.370  -0.23
C  -0.942  -0.092  0.641  -0.43
H  1.330  -1.311  -0.687  0.23
H  -0.118  -2.222  -1.235  0.24
H  -1.303  0.005  -1.599  0.23
H  -0.082  2.016  -0.753  0.23
H  1.216  0.967  -0.090  0.23
H  -1.911  0.173  1.090  0.24
O  -0.012  2.284  1.623  -0.94
H  -0.852  2.678  1.363  0.46
H  -0.242  1.337  1.682  0.49

**Highest occupied orbital energy**: -9.25 eV
**SMILES**: O=C1C[C@@H]2C[C@H]12.O
**Spin multiplicity**: 1
**Frontier orbital gap**: 9.83 eV
**LUMO energy**: 0.5803 eV
**Net charge**: 0

iii:
The following is a quantum chemistry calculation of an isolated molecule of C5H8O2, from the OMol25 dataset.

Each line ends with the natural charge from an NBO analysis.
Atoms and positions in Å:
O  0.939  1.170  -0.784  -0.74
C  0.608  0.529  0.443  0.16
C  -0.874  0.804  0.873  -0.45
C  -1.704  -0.140  -0.102  -0.10
O  -0.761  -0.989  -0.749  -0.52
C  0.352  -0.944  0.144  0.03
C  1.772  -0.602  0.315  -0.34
H  0.150  1.102  -1.491  0.47
H  -1.467  1.837  0.724  0.23
H  -1.051  0.654  1.920  0.23
H  -2.263  0.456  -0.880  0.18
H  -2.601  -0.658  0.329  0.18
H  0.047  -1.531  0.961  0.17
H  2.490  -1.118  1.100  0.24
H  2.340  -0.071  -0.439  0.27

**Highest occupied orbital energy**: -8.80 eV
**SMILES**: O[C@@]12CCO[C@H]1C2
**Spin multiplicity**: 1
**Frontier orbital gap**: 9.68 eV
**LUMO energy**: 0.8791 eV
**Net charge**: 0

iv:
The following is a quantum chemistry calculation of an isolated molecule of C5H8O2, from the OMol25 dataset.

Each line ends with the natural charge from an NBO analysis.
Atoms and positions in Å:
O  -1.301  -1.097  -1.681  -0.53
C  -1.616  -1.003  -0.516  0.45
C  -1.200  0.169  0.341  -0.55
C  0.246  0.553  0.039  0.24
O  0.365  1.674  -0.793  -0.70
C  1.371  0.410  1.018  -0.42
C  1.273  -0.518  -0.172  -0.44
H  -2.189  -1.815  -0.025  0.11
H  -1.419  -0.024  1.396  0.22
H  -1.818  1.028  0.055  0.26
H  0.062  1.390  -1.667  0.48
H  1.171  -0.026  1.996  0.21
H  2.117  1.205  1.007  0.23
H  1.943  -0.392  -1.020  0.23
H  0.995  -1.553  0.021  0.21

**Highest occupied orbital energy**: -9.90 eV
**SMILES**: O=CCC1(O)CC1
**Spin multiplicity**: 1
**Frontier orbital gap**: 10.77 eV
**LUMO energy**: 0.8694 eV
**Net charge**: 0

Most favorable structure: iv. The second most favorable one is 0.630 eV above it.

i:
The following is a quantum chemistry calculation of an isolated molecule of C5H8O2, from the OMol25 dataset.

Each line ends with the natural charge from an NBO analysis.
Atoms and positions in Å:
C  -1.435  0.142  1.315  -0.72
C  -0.878  0.464  -0.018  0.69
O  -1.683  1.041  -0.858  -0.61
C  0.519  0.323  -0.423  0.12
O  0.691  1.631  -0.694  -0.77
C  1.079  -0.858  -1.179  -0.46
C  1.488  -0.597  0.259  -0.45
H  -2.500  0.369  1.370  0.24
H  -1.242  -0.908  1.560  0.25
H  -0.890  0.748  2.048  0.28
H  -1.027  1.456  -1.489  0.54
H  1.794  -0.604  -1.957  0.23
H  0.458  -1.727  -1.386  0.21
H  1.150  -1.299  1.020  0.20
H  2.477  -0.181  0.431  0.23

**Highest occupied orbital energy (alpha / beta)**: -8.15 / -8.15 eV
**Spin multiplicity**: 1
**Frontier orbital gap (alpha / beta)**: 8.21 / 8.21 eV
**LUMO energy (alpha / beta)**: 0.0593 / 0.0594 eV
**Net charge**: 0

ii:
The following is a quantum chemistry calculation of an isolated molecule of C5H8O2, from the OMol25 dataset.

Each line ends with the natural charge from an NBO analysis.
Atoms and positions in Å:
C  1.383  -0.317  0.291  -0.15
C  0.695  0.663  1.180  -0.12
O  -0.795  0.583  1.020  -0.53
C  -1.188  0.643  -0.225  0.03
C  -1.368  -0.826  -0.542  -0.47
C  -0.269  -0.105  -1.234  0.04
O  1.150  -0.250  -1.126  -0.50
H  2.469  -0.024  0.293  0.22
H  1.206  -1.459  0.778  0.18
H  0.938  1.818  1.286  0.22
H  0.945  0.036  2.267  0.21
H  -1.689  1.470  -0.734  0.19
H  -2.212  -1.140  -1.274  0.23
H  -0.862  -1.442  0.293  0.25
H  -0.403  0.350  -2.273  0.20

**Highest occupied orbital energy**: -8.86 eV
**SMILES**: C1CO[C@@H]2C[C@@H]2O1
**Spin multiplicity**: 1
**Frontier orbital gap**: 9.80 eV
**LUMO energy**: 0.9399 eV
**Net charge**: 0

iii:
The following is a quantum chemistry calculation of a structure of composition C5H8O2, from the OMol25 dataset.

Each line ends with the natural charge from an NBO analysis.
Atoms and positions in Å:
O  -0.099  -1.451  -1.741  -0.71
C  -0.634  -0.593  -0.762  0.06
C  0.037  -1.116  0.638  -0.44
C  0.784  0.185  1.009  0.07
C  -0.305  1.237  0.817  -0.43
C  -0.005  0.810  -0.638  0.04
O  1.370  0.591  -0.258  -0.52
H  0.147  -0.868  -2.458  0.46
H  -1.714  -0.389  -1.192  0.19
H  -0.621  -1.460  1.436  0.21
H  0.791  -1.899  0.447  0.24
H  1.502  0.207  1.842  0.20
H  -1.285  1.034  1.261  0.20
H  0.042  2.250  1.027  0.22
H  -0.149  1.473  -1.491  0.19

**Highest occupied orbital energy**: -9.73 eV
**Spin multiplicity**: 1
**Frontier orbital gap**: 10.72 eV
**LUMO energy**: 0.9901 eV
**Net charge**: 0

iv:
The following is a quantum chemistry calculation of an isolated molecule of C5H8O2, from the OMol25 dataset.

Each line ends with the natural charge from an NBO analysis.
Atoms and positions in Å:
C  1.805  -0.154  0.903  -0.64
C  0.618  0.170  0.004  0.23
C  -0.012  -0.770  -0.978  -0.47
C  -0.784  -0.240  0.230  0.19
O  -1.272  -0.969  1.296  -0.68
C  -1.213  1.164  -0.070  -0.08
O  0.123  1.483  -0.540  -0.52
H  2.748  -0.328  0.372  0.22
H  1.587  -1.089  1.448  0.24
H  1.975  0.601  1.676  0.23
H  -0.201  -0.244  -1.908  0.23
H  0.316  -1.802  -1.066  0.23
H  -2.219  -0.789  1.337  0.48
H  -2.066  1.276  -0.761  0.17
H  -1.410  1.744  0.837  0.18

**Highest occupied orbital energy**: -9.37 eV
**SMILES**: C[C@@]12C[C@]1(O)CO2
**Spin multiplicity**: 1
**Frontier orbital gap**: 10.12 eV
**LUMO energy**: 0.7559 eV
**Net charge**: 0

Most favorable structure: iii. The second most favorable one is 0.427 eV above it.